The following is a quantum chemistry calculation of C8H13Cl3N2 as an isolated structure, from the Open Molecules 2025 dataset.

Atoms and positions in Å:
C  1.481  0.481  0.940
C  2.741  0.384  0.442
C  1.687  0.455  -1.619
C  -4.143  0.017  1.524
C  3.974  -0.449  -1.493
C  -3.008  -0.627  0.665
C  -1.717  0.149  0.934
C  -0.663  -0.119  -0.268
N  0.550  0.606  -0.122
N  2.924  0.313  -0.966
Cl  4.167  0.538  1.294
Cl  1.236  -0.811  -2.736
Cl  1.288  2.020  -2.392
H  0.999  0.592  1.860
H  -4.185  1.166  1.333
H  -5.050  -0.257  1.246
H  -3.971  -0.267  2.607
H  3.544  -1.393  -1.654
H  4.348  -0.141  -2.567
H  4.898  -0.322  -0.951
H  -2.966  -1.718  1.107
H  -3.207  -0.520  -0.474
H  -1.829  1.173  0.865
H  -1.222  -0.074  1.793
H  -1.251  0.090  -1.216
H  -0.625  -1.285  -0.152

As for the highest occupied orbital energy: -7.71 eV. As for the orbital gap: 8.40 eV.

In elementary charge units, the Löwdin charges are: atom 1 (C): -0.10, atom 2 (C): -0.72, atom 3 (C): -1.06, atom 4 (C): -0.12, atom 5 (C): -0.14, atom 6 (C): -0.25, atom 7 (C): -0.21, atom 8 (C): -0.26, atom 9 (N): -0.08, atom 10 (N): -0.25, atom 11 (Cl): 0.76, atom 12 (Cl): 0.67, atom 13 (Cl): 0.59, atom 14 (H): 0.10, atom 15 (H): 0.11, atom 16 (H): -0.01, atom 17 (H): 0.10, atom 18 (H): 0.04, atom 19 (H): 0.13, atom 20 (H): 0.05, atom 21 (H): 0.14, atom 22 (H): 0.13, atom 23 (H): 0.08, atom 24 (H): 0.06, atom 25 (H): 0.12, atom 26 (H): 0.13